Record 1
{
  "formula": "C26H21Br45N2O4",
  "method": "ωB97M-V/def2-TZVPD",
  "symbols": ["O", "N", "O", "C", "C", "C", "C", "C", "N", "C", "C", "C", "O", "C", "C", "C", "O", "H", "H", "H", "H", "H", "H", "C", "Br", "Br", "Br", "H", "C", "Br", "Br", "Br", "H", "C", "Br", "Br", "Br", "H", "C", "Br", "Br", "Br", "H", "C", "Br", "Br", "Br", "H", "C", "Br", "Br", "Br", "H", "C", "Br", "Br", "Br", "H", "C", "Br", "Br", "Br", "H", "C", "Br", "Br", "Br", "H", "C", "Br", "Br", "Br", "H", "C", "Br", "Br", "Br", "H", "C", "Br", "Br", "Br", "H", "C", "Br", "Br", "Br", "H", "C", "Br", "Br", "Br", "H", "C", "Br", "Br", "Br", "H"],
  "coordinates": [[-0.119926, -2.726557, 0.954659], [-0.426593, -3.492102, 0.091783], [-1.726377, -3.889856, 0.261029], [-2.015779, -4.890460, -0.723969], [-1.753958, -6.274037, -0.475812], [-1.156730, -6.632670, 0.945547], [0.357897, -6.902429, 1.234599], [0.716319, -7.227361, 2.721820], [-0.168958, -7.334471, 3.833719], [-1.534521, -7.078936, 3.526651], [-2.146177, -6.709516, 2.161070], [-2.125815, -7.304379, -1.629284], [-1.577457, -8.412154, -1.822913], [-3.344672, -6.862913, -2.593600], [-3.615695, -5.487196, -2.827430], [-2.666935, -4.397226, -2.111317], [-2.491865, -3.249893, -2.589747], [1.112939, -6.843910, 0.382957], [1.822530, -7.435715, 2.939499], [-2.287909, -7.156191, 4.411846], [-3.237813, -6.488993, 1.945091], [-4.001287, -7.700490, -3.056971], [-4.484840, -5.124946, -3.473615], [-0.206768, 0.032541, -3.436404], [0.537706, 1.791622, -3.108410], [0.588650, -0.809120, -4.992803], [-0.090916, -1.099779, -1.868439], [-1.264890, 0.169594, -3.654009], [2.040511, -1.849884, 3.944105], [2.980753, -1.134161, 2.405697], [0.686432, -0.624445, 4.595245], [1.307659, -3.609429, 3.586435], [2.774218, -1.965912, 4.740432], [-6.686854, -7.017118, -5.186842], [-7.779531, -5.765253, -4.187481], [-5.592416, -8.111746, -4.014115], [-7.749200, -8.096699, -6.397576], [-6.005807, -6.428046, -5.799011], [-3.468967, 2.870288, -4.323907], [-2.724117, 4.630700, -3.994096], [-2.671518, 2.027963, -5.879434], [-3.358832, 1.734555, -2.755335], [-4.526342, 3.008148, -4.543058], [2.447975, 3.940509, 0.064204], [1.741960, 5.134640, -1.291751], [3.510197, 4.892936, 1.378861], [1.049587, 2.883996, 0.894424], [3.115590, 3.244262, -0.440886], [2.412681, 0.435545, 8.470775], [3.349830, 1.150396, 6.930179], [1.060069, 1.661859, 9.124985], [1.677834, -1.323747, 8.114742], [3.147947, 0.318928, 9.264861], [2.641944, 9.446297, -1.491642], [2.661966, 9.440186, 0.446904], [4.060521, 8.349386, -2.230504], [0.902615, 8.947506, -2.191075], [2.832355, 10.469642, -1.810360], [-1.116333, 10.120568, 2.023488], [-0.351454, 10.607557, 3.737657], [-0.951574, 8.220296, 1.678738], [-2.949473, 10.731130, 1.850249], [-0.535887, 10.634119, 1.258383], [-2.263823, 8.630823, -5.109798], [-2.365493, 7.802685, -3.358736], [-0.750422, 7.973917, -6.128844], [-3.927697, 8.449533, -6.089445], [-2.102498, 9.695480, -4.949636], [4.068587, -1.592049, -3.578427], [4.811512, 0.169269, -3.250246], [4.871127, -2.434835, -5.131237], [4.174965, -2.723903, -2.006617], [3.011372, -1.455105, -3.801184], [-0.195443, 14.841634, 4.589015], [-0.308243, 13.999257, 6.332487], [1.315207, 14.181717, 3.567843], [-1.856753, 14.680403, 3.601404], [-0.026580, 15.903572, 4.758213], [1.518379, -3.071252, -7.960453], [2.346767, -4.718929, -8.560709], [2.803368, -1.624245, -7.832244], [-0.005222, -2.587306, -9.059085], [1.141141, -3.252368, -6.954949], [5.292263, 10.082645, 3.690135], [6.252471, 10.807234, 2.168625], [3.936102, 11.309437, 4.337719], [4.553100, 8.330961, 3.307362], [6.016499, 9.954848, 4.492681], [-2.633573, -9.457446, 7.158839], [-1.687134, -8.755039, 5.616519], [-3.991294, -8.224841, 7.792404], [-3.364613, -11.221552, 6.815677], [-1.903771, -9.565925, 7.959512], [3.719987, -9.203374, 0.427707], [4.889445, -9.877477, 1.821541], [1.928875, -8.843361, 1.097224], [4.474823, -7.653098, -0.460335], [3.632074, -9.988739, -0.321802]],
  "atomic_forces_ev_per_a": [[-0.62, -1.33, -1.82], [1.87, 1.87, 1.83], [-1.46, -1.85, -1.55], [-0.13, -2.61, -0.48], [-0.02, 2.88, 0.29], [0.83, -1.02, 3.06], [-4.47, 1.33, 2.25], [-1.71, 1.01, -0.56], [-1.46, 1.44, -4.86], [-0.62, 1.36, -2.63], [4.57, -0.70, -0.66], [-0.02, -1.49, -0.94], [-1.63, 3.79, 1.12], [0.59, 2.57, 0.73], [1.36, -2.34, 1.31], [-0.41, 1.51, -1.02], [-0.64, -4.19, 2.02], [-1.58, 0.53, 1.66], [-2.20, 0.80, 0.08], [1.67, 0.85, -2.36], [1.57, -0.42, 0.72], [2.72, 2.09, 1.51], [1.51, -0.46, 0.91], [-0.15, 0.01, 0.18], [-0.08, -0.32, -0.10], [-0.04, 0.20, 0.17], [0.20, 0.42, -0.39], [0.28, -0.04, 0.01], [0.06, 0.03, 0.07], [-0.22, -0.13, 0.24], [0.16, -0.22, -0.33], [0.17, 0.21, 0.20], [-0.20, 0.04, -0.19], [-0.18, 0.04, -0.24], [0.25, -0.29, -0.15], [-2.22, -0.48, -1.38], [0.20, 0.21, 0.28], [-0.14, -0.18, 0.18], [-0.03, 0.09, -0.04], [-0.19, -0.59, -0.11], [-0.06, 0.09, 0.31], [-0.06, 0.19, -0.22], [0.28, -0.06, 0.06], [-0.01, -0.14, -0.05], [0.08, -0.17, 0.27], [-0.21, -0.12, -0.24], [0.27, 0.24, -0.14], [-0.17, 0.18, 0.14], [0.08, -0.01, 0.06], [-0.19, -0.13, 0.26], [0.24, -0.25, -0.18], [0.15, 0.30, 0.14], [-0.21, 0.03, -0.22], [0.03, 0.15, 0.00], [-0.03, -0.04, -0.40], [-0.29, 0.18, 0.17], [0.27, 0.01, 0.13], [-0.05, -0.28, 0.07], [0.11, 0.02, -0.08], [-0.18, -0.12, -0.30], [-0.07, 0.33, 0.08], [0.32, -0.13, 0.07], [-0.13, -0.14, 0.20], [0.05, 0.11, -0.10], [0.07, 0.38, -0.21], [-0.32, 0.07, 0.24], [0.33, -0.03, 0.21], [-0.05, -0.29, -0.02], [-0.07, -0.02, 0.02], [-0.12, -0.35, -0.06], [0.02, 0.11, 0.56], [0.00, 0.22, -0.27], [0.27, -0.02, 0.06], [-0.02, 0.09, 0.00], [0.02, 0.10, -0.36], [-0.25, 0.09, 0.18], [0.34, -0.04, 0.19], [-0.04, -0.30, -0.04], [-0.01, 0.00, 0.08], [-0.14, 0.34, 0.09], [-0.42, -0.23, -0.30], [0.30, -0.09, 0.19], [0.10, 0.03, -0.26], [0.08, -0.01, 0.08], [-0.22, -0.14, 0.26], [0.19, -0.23, -0.20], [0.11, 0.32, 0.12], [-0.20, 0.04, -0.22], [0.23, -0.16, 0.04], [-0.23, -1.72, 2.12], [0.21, -0.21, -0.16], [0.08, 0.31, 0.06], [-0.25, 0.02, -0.17], [0.04, -0.66, -0.21], [-0.20, 0.18, -0.23], [2.48, -2.67, -1.24], [-0.22, -0.23, 0.24], [0.14, 0.22, 0.17]],
  "molar_mass_g_mol": 4021.14,
  "largest_force_ev_per_a": 5.3,
  "total_energy_ha": -117243.853341,
  "homo_lumo_gap_ev": 7.292,
  "lumo_ev": -1.87,
  "e_homo_ev": -9.2,
  "de_lowest_ev": 7.2762
}

Record 2
{
  "formula": "C2H7O4",
  "method": "ωB97M-V/def2-TZVPD",
  "symbols": ["O", "C", "O", "C", "H", "H", "H", "H", "H", "O", "H", "H", "O"],
  "coordinates": [[-0.196388, -2.293878, 1.906238], [-0.439488, -1.374220, 1.101650], [-1.004140, -0.281175, 1.440853], [-0.109077, -1.662747, -0.365012], [0.762329, -2.334720, -0.356288], [-0.892171, -2.231804, -0.886700], [0.127665, -0.779365, -0.960421], [0.346861, 1.300387, -2.054779], [0.896789, 2.478735, -1.317894], [1.177716, 1.765088, -1.885791], [-0.378668, 1.146516, 0.701145], [-0.268183, 2.190740, 1.806107], [-0.023243, 2.076443, 0.870893]],
  "atomic_forces_ev_per_a": [[0.27, -0.17, -0.37], [-1.03, -0.04, 1.34], [0.43, -0.20, -1.17], [0.62, -0.40, -0.33], [-0.14, 0.29, -0.12], [-0.11, 0.28, 0.37], [-0.05, 0.08, 0.11], [0.27, -0.03, 0.08], [-0.05, 0.27, 0.71], [-0.21, -0.31, -0.72], [0.19, 0.55, 0.72], [0.16, -0.17, -0.63], [-0.34, -0.14, 0.00]],
  "total_charge": -1,
  "molar_mass_g_mol": 95.07,
  "largest_force_ev_per_a": 1.7,
  "total_energy_ha": -381.440552,
  "homo_lumo_gap_ev": 8.337,
  "lumo_ev": 4.01,
  "e_homo_ev": -4.3,
  "de_lowest_ev": 0.5346
}